Below is 9 unconnected molecules or ions with the total composition C52H94B2NO31 at a distorted geometry, with properties calculated with the ωB97M-V functional and the def2-TZVPD basis.

Geometry as XYZ:
```
180
Properties=species:S:1:pos:R:3:forces:R:3
C 4.629 5.477 2.230 -0.3 -0.1 -1.0
C 3.912 5.781 0.758 0.9 -0.7 0.4
O 2.529 6.238 0.995 1.4 0.9 -1.6
C 2.103 7.224 -0.011 0.2 0.9 0.2
C 1.795 6.610 -1.500 0.0 0.1 0.5
O 1.443 5.153 -1.488 1.0 3.3 -1.0
C 1.611 4.753 -2.897 0.9 0.4 -0.1
B 1.053 3.251 -3.264 0.3 -0.2 -0.6
O -0.387 2.935 -3.119 -1.5 -0.8 1.5
C -0.679 1.545 -2.633 1.1 1.4 -1.5
B -1.140 0.813 -4.028 -0.8 -0.1 -1.5
O -1.755 1.702 -5.074 -1.1 -1.8 3.4
O -1.052 -0.622 -4.355 -1.3 2.1 1.9
C -1.639 -1.479 -3.316 1.2 -2.3 0.2
C -0.750 -2.896 -3.305 0.3 -0.4 0.9
C 0.787 1.244 -1.971 0.8 0.7 1.0
C 1.463 -0.245 -2.077 0.9 -0.7 0.8
C 3.135 -0.219 -2.044 -0.3 -1.2 0.1
C 3.750 0.297 -0.614 0.1 -0.7 -0.5
C 5.267 -0.345 -0.332 -1.5 0.2 0.1
N 6.343 0.720 -0.201 2.1 0.0 1.7
C 7.382 0.303 0.860 1.7 5.5 -2.6
C 8.504 1.507 0.864 -5.0 -1.3 -2.9
C 7.935 2.575 -0.267 -2.1 -3.1 0.6
C 6.528 2.041 -0.915 4.6 -1.9 4.3
C 0.592 1.905 -0.447 1.1 1.5 -0.8
O 0.712 0.901 0.621 -3.2 1.4 2.5
C -0.260 1.113 1.705 -2.7 -0.7 2.6
C -1.302 -0.150 2.030 -0.6 2.7 2.4
C -2.418 -0.076 3.253 1.6 2.5 -0.2
C -3.428 -1.347 3.617 1.4 0.0 0.4
C -2.556 1.257 4.208 3.5 0.2 -3.4
C -1.523 2.513 3.881 0.0 -3.5 -1.9
C -0.394 2.442 2.655 -1.6 -2.1 0.0
C 0.602 3.729 2.462 -0.5 0.5 1.5
C -0.243 5.159 2.302 0.3 0.1 -0.1
C 1.457 3.866 3.893 -0.1 -1.2 -1.0
O 1.770 2.147 -2.594 -2.0 -2.0 1.5
H 3.854 5.801 3.046 1.6 -0.8 -1.5
H 5.622 6.093 2.352 -2.0 -1.2 -0.2
H 4.897 4.331 2.245 -0.6 2.3 0.4
H 4.591 6.563 0.210 -1.6 -1.1 0.9
H 3.908 4.797 0.103 -0.1 2.0 1.3
H 2.993 8.011 -0.110 -1.8 -1.5 0.0
H 1.199 7.850 0.451 1.7 -1.8 -1.0
H 0.900 7.214 -1.988 1.8 -1.1 0.9
H 2.763 6.825 -2.157 -2.0 -0.8 1.2
H 2.787 4.727 -3.093 -2.2 0.1 0.2
H 1.197 5.618 -3.572 0.5 -1.6 1.0
H 1.435 3.127 -4.393 -0.1 0.2 -1.3
H -1.607 1.549 -1.893 2.1 0.1 -1.0
H -2.482 2.200 -4.558 2.1 -0.7 -1.2
H -2.735 -1.796 -3.579 1.9 1.0 0.4
H -1.568 -1.064 -2.225 -0.3 -0.3 -2.2
H -0.027 -2.936 -2.356 -1.6 0.3 -2.1
H -1.437 -3.853 -3.211 1.2 2.0 -0.3
H -0.060 -3.010 -4.243 -1.5 0.4 1.6
H 1.164 -0.952 -1.162 0.4 1.6 -1.8
H 1.189 -0.851 -3.043 0.2 1.6 1.7
H 3.447 -1.366 -2.145 -0.7 2.3 0.2
H 3.583 0.311 -2.995 -1.0 -0.8 2.1
H 3.769 1.469 -0.649 -0.1 -2.3 0.5
H 3.074 -0.144 0.256 1.2 1.4 -1.9
H 5.514 -1.130 -1.168 -0.3 1.6 1.5
H 5.233 -0.901 0.724 0.1 1.2 -2.5
H 7.313 -0.695 1.491 -0.1 2.4 -1.7
H 9.480 1.538 1.521 -2.3 0.1 -1.6
H 8.463 3.582 -0.564 -1.3 -2.3 0.7
H 5.801 2.480 -1.720 1.6 -1.2 1.9
H -0.407 2.554 -0.373 2.1 -1.7 -0.1
H 1.494 2.676 -0.343 -1.9 -1.7 -0.2
H -1.277 -1.154 1.405 0.1 2.4 1.3
H -4.466 -0.985 4.030 2.0 -0.6 -1.2
H -2.921 -1.948 4.515 -1.1 1.3 -1.9
H -3.515 -2.115 2.718 0.0 1.8 1.8
H -3.328 1.322 5.111 1.9 -0.2 -2.3
H -1.553 3.481 4.555 0.1 -2.2 -1.6
H 1.408 3.616 1.621 -2.0 0.0 1.4
H -0.407 5.455 1.173 0.5 -0.6 2.3
H 0.386 5.992 2.876 -1.3 -1.7 -1.6
H -1.301 5.128 2.801 2.0 -0.2 -0.8
H 1.423 2.782 4.365 0.2 2.5 -0.6
H 0.957 4.673 4.579 1.2 -1.6 -1.2
H 2.567 4.096 3.591 -2.2 -0.2 0.9
C -6.576 0.482 1.525 0.3 0.5 -0.3
O -7.112 -0.502 2.408 -0.9 -0.9 -0.2
C -7.968 -1.374 1.819 0.1 0.0 -0.4
O -8.295 -1.374 0.642 0.4 0.0 1.7
O -8.397 -2.246 2.766 0.4 0.8 -0.6
C -9.312 -3.230 2.286 -0.4 -0.4 -0.2
H -5.905 1.125 2.101 -0.2 -0.3 0.1
H -5.996 0.008 0.726 -0.2 0.1 0.1
H -7.375 1.103 1.109 0.1 -0.2 -0.1
H -8.842 -3.852 1.517 -0.1 0.2 0.0
H -10.221 -2.757 1.900 0.2 -0.1 -0.1
H -9.589 -3.873 3.126 0.2 0.3 0.0
C -0.424 2.447 -7.375 -0.3 0.2 0.7
O 0.229 1.984 -8.555 1.5 -0.1 -0.7
C 1.584 2.023 -8.497 -0.1 0.7 1.1
O 2.250 2.410 -7.549 -0.9 -0.7 -1.7
O 2.070 1.559 -9.675 -0.2 0.6 0.3
C 3.494 1.543 -9.757 0.4 0.1 0.0
H -1.503 2.371 -7.533 0.3 -0.2 -0.2
H -0.157 1.823 -6.516 0.1 0.4 -0.4
H -0.177 3.496 -7.184 0.1 -0.3 0.1
H 3.918 0.883 -8.994 0.0 0.3 0.0
H 3.897 2.557 -9.662 -0.1 -0.2 0.2
H 3.771 1.154 -10.741 -0.3 0.0 0.1
C 8.369 -1.323 4.495 0.2 0.4 -0.4
O 7.833 -2.307 5.378 -0.7 -0.9 -0.2
C 6.977 -3.179 4.789 -0.1 0.0 -0.5
O 6.650 -3.179 3.612 0.5 0.0 1.7
O 6.548 -4.051 5.736 0.5 0.8 -0.6
C 5.633 -5.035 5.256 -0.4 -0.4 -0.2
H 9.040 -0.680 5.071 -0.2 -0.3 0.1
H 8.949 -1.797 3.696 -0.2 0.1 0.1
H 7.570 -0.702 4.079 0.1 -0.2 -0.1
H 6.103 -5.657 4.487 -0.1 0.2 0.0
H 4.724 -4.562 4.870 0.2 -0.1 -0.1
H 5.356 -5.678 6.096 0.2 0.3 0.0
C -4.705 -8.423 -3.749 0.2 -0.4 0.2
O -5.457 -7.356 -4.323 0.2 0.9 0.1
C -5.014 -6.117 -3.988 0.4 0.3 0.3
O -4.062 -5.868 -3.265 -1.4 -0.4 -1.0
O -5.814 -5.206 -4.597 0.5 -1.0 0.4
C -5.463 -3.849 -4.333 0.1 0.6 0.1
H -5.147 -9.366 -4.083 -0.1 0.4 -0.1
H -3.666 -8.390 -4.091 -0.2 0.1 0.2
H -4.756 -8.387 -2.656 0.2 0.1 -0.2
H -4.454 -3.633 -4.698 -0.1 -0.1 0.2
H -5.544 -3.630 -3.263 0.2 -0.1 -0.2
H -6.167 -3.207 -4.869 0.0 -0.4 0.0
C 5.795 -0.132 6.669 0.2 -0.3 0.2
O 5.043 0.935 6.096 0.2 1.1 0.2
C 5.486 2.173 6.430 0.2 0.1 0.1
O 6.438 2.423 7.153 -1.3 -0.4 -1.0
O 4.686 3.085 5.821 0.6 -0.9 0.5
C 5.037 4.442 6.085 0.1 0.5 0.0
H 5.353 -1.075 6.335 -0.1 0.3 -0.1
H 6.834 -0.099 6.327 -0.2 0.1 0.3
H 5.744 -0.096 7.762 0.2 0.1 -0.2
H 6.046 4.658 5.720 -0.1 -0.1 0.2
H 4.956 4.661 7.155 0.2 -0.1 -0.2
H 4.333 5.084 5.549 0.0 -0.4 0.0
C -1.151 -5.107 4.315 0.3 0.1 -0.5
O -1.881 -5.295 5.526 0.4 -0.3 1.1
C -1.112 -5.604 6.600 0.5 0.0 -0.2
O 0.103 -5.726 6.601 -1.8 0.1 0.0
O -1.929 -5.754 7.673 0.5 0.1 -0.9
C -1.252 -6.083 8.885 0.2 -0.1 0.4
H -1.865 -4.865 3.524 -0.1 -0.1 0.4
H -0.449 -4.273 4.414 0.0 -0.3 0.0
H -0.625 -6.026 4.035 0.0 0.2 0.1
H -0.554 -5.287 9.166 0.0 -0.2 -0.1
H -0.731 -7.041 8.787 0.0 0.3 0.0
H -2.001 -6.178 9.675 -0.1 0.1 -0.4
C -14.898 0.413 0.497 -0.4 -0.2 -0.2
O -13.852 1.137 1.142 0.8 -0.4 0.4
C -12.820 0.365 1.569 0.2 -0.4 0.0
O -12.731 -0.846 1.444 -0.2 1.7 0.2
O -11.905 1.175 2.158 -0.9 -0.5 -0.5
C -10.755 0.495 2.658 0.5 -0.3 0.2
H -15.669 1.128 0.198 0.3 0.1 0.2
H -14.524 -0.087 -0.403 0.0 0.0 0.3
H -15.348 -0.310 1.185 0.2 0.0 -0.2
H -10.216 -0.001 1.845 -0.2 0.0 0.1
H -11.039 -0.225 3.432 0.0 0.0 -0.2
H -10.091 1.239 3.108 -0.3 0.0 -0.2
C 2.447 -5.493 -7.985 0.2 -0.3 0.2
O 1.694 -4.425 -8.558 0.2 0.8 0.1
C 2.138 -3.187 -8.224 0.2 0.5 0.3
O 3.090 -2.937 -7.501 -1.3 -0.5 -1.1
O 1.338 -2.275 -8.833 0.7 -1.2 0.5
C 1.689 -0.918 -8.569 -0.1 0.4 0.1
H 2.005 -6.435 -8.319 -0.1 0.3 -0.1
H 3.486 -5.460 -8.327 -0.1 0.1 0.2
H 2.396 -5.457 -6.892 0.2 0.1 -0.2
H 2.698 -0.702 -8.934 -0.3 -0.3 0.2
H 1.608 -0.700 -7.499 0.2 -0.1 -0.1
H 0.985 -0.277 -9.105 0.1 -0.7 0.1
```
Forces are in eV/Å.

Computed properties:
- total charge = -1
- HOMO (eV) = -4.3941
- molar mass (g/mol) = 1250.924
- gap between HOMO and LUMO (eV) = 6.083

Atom charges from the Löwdin analysis, given in e for atoms 1 to 99: number 1, C, carries -0.10; number 2, C, carries -0.23; number 3, O, carries -0.25; number 4, C, carries -0.18; number 5, C, carries -0.19; number 6, O, carries -0.22; number 7, C, carries -0.14; number 8, B, carries -0.74; number 9, O, carries -0.07; number 10, C, carries -0.10; number 11, B, carries -0.35; number 12, O, carries 0.01; number 13, O, carries -0.04; number 14, C, carries -0.21; number 15, C, carries -0.10; number 16, C, carries -0.27; number 17, C, carries -0.08; number 18, C, carries -0.19; number 19, C, carries -0.16; number 20, C, carries -0.17; number 21, N, carries -0.19; number 22, C, carries -0.06; number 23, C, carries -0.09; number 24, C, carries -0.10; number 25, C, carries -0.03; number 26, C, carries -0.08; number 27, O, carries -0.17; number 28, C, carries -0.09; number 29, C, carries 0.04; number 30, C, carries -0.20; number 31, C, carries -0.13; number 32, C, carries -0.06; number 33, C, carries -0.02; number 34, C, carries -0.06; number 35, C, carries -0.31; number 36, C, carries -0.10; number 37, C, carries -0.10; number 38, O, carries -0.06; number 39, H, carries 0.06; number 40, H, carries 0.07; number 41, H, carries 0.08; number 42, H, carries 0.12; number 43, H, carries 0.13; number 44, H, carries 0.12; number 45, H, carries 0.13; number 46, H, carries 0.13; number 47, H, carries 0.13; number 48, H, carries 0.12; number 49, H, carries 0.11; number 50, H, carries 0.10; number 51, H, carries 0.16; number 52, H, carries 0.14; number 53, H, carries 0.12; number 54, H, carries 0.13; number 55, H, carries 0.07; number 56, H, carries 0.07; number 57, H, carries 0.08; number 58, H, carries 0.12; number 59, H, carries 0.11; number 60, H, carries 0.11; number 61, H, carries 0.12; number 62, H, carries 0.11; number 63, H, carries 0.12; number 64, H, carries 0.12; number 65, H, carries 0.12; number 66, H, carries 0.09; number 67, H, carries 0.06; number 68, H, carries 0.06; number 69, H, carries 0.12; number 70, H, carries 0.16; number 71, H, carries 0.14; number 72, H, carries 0.09; number 73, H, carries 0.07; number 74, H, carries 0.08; number 75, H, carries 0.08; number 76, H, carries 0.08; number 77, H, carries 0.09; number 78, H, carries 0.12; number 79, H, carries 0.08; number 80, H, carries 0.08; number 81, H, carries 0.06; number 82, H, carries 0.09; number 83, H, carries 0.08; number 84, H, carries 0.05; number 85, C, carries -0.04; number 86, O, carries -0.02; number 87, C, carries -0.58; number 88, O, carries 0.10; number 89, O, carries -0.02; number 90, C, carries -0.05; number 91, H, carries 0.10; number 92, H, carries 0.10; number 93, H, carries 0.10; number 94, H, carries 0.10; number 95, H, carries 0.09; number 96, H, carries 0.09; number 97, C, carries -0.04; number 98, O, carries -0.02; number 99, C, carries -0.59